# 1
This record from the OMol25 dataset describes 6 unconnected molecules or ions with the total composition C16H47N3O8 in a non-equilibrium geometry. The level of theory is ωB97M-V/def2-TZVPD.

Computed properties:
energy above the lowest of the compared OMol25 structures with the same formula, charge and spin = 74.7 kJ/mol
spin multiplicity = 1
LUMO = 0.0170 hartree
SMILES string = COC[C@H](C)N.COC[C@H](C)N.COC[C@H](C)N.OCCO.OCCO.O
orbital gap = 0.34461 Ha

Geometry (Å):
1 C -5.09493 34.13443 6.23823
2 C -5.97289 33.22856 7.09543
3 C -5.36475 32.86885 8.44363
4 O -6.14273 31.92749 9.16724
5 C -6.49345 30.72828 8.48144
6 N -7.29927 33.81845 7.24725
7 H -5.05970 35.15091 6.64610
8 H -5.44960 34.17503 5.21282
9 H -4.04517 33.83952 6.30905
10 H -6.13321 32.29833 6.54399
11 H -5.20342 33.77235 9.04131
12 H -4.35182 32.43702 8.43858
13 H -5.68828 30.09054 8.10719
14 H -7.26607 30.96923 7.75428
15 H -6.91344 30.09347 9.26238
16 H -7.25231 34.74036 7.66335
17 H -7.85250 33.20509 7.83445
18 C -9.76275 26.86693 12.68814
19 C -8.75532 25.96433 12.01032
20 C -9.43648 24.76968 11.35365
21 O -9.95736 23.89018 12.32398
22 C -10.34323 22.66201 11.76657
23 N -7.96411 26.75242 11.03435
24 H -10.46426 27.32605 11.99717
25 H -9.28419 27.60207 13.34028
26 H -10.29485 26.23691 13.40977
27 H -8.02838 25.60867 12.75048
28 H -8.62812 24.24224 10.83046
29 H -10.19165 25.12219 10.64612
30 H -9.56397 21.88917 11.81313
31 H -10.58999 22.74637 10.70499
32 H -11.17282 22.22586 12.32210
33 H -7.27242 26.08321 10.69378
34 H -7.40575 27.43806 11.53325
35 C -10.44620 31.16944 7.13880
36 C -11.59689 31.62772 8.04846
37 C -11.20213 31.59545 9.54079
38 O -10.96701 30.28591 10.06204
39 C -12.18901 29.57184 10.31558
40 N -11.98133 32.98152 7.61913
41 H -9.61976 31.86323 7.29832
42 H -10.83079 31.26479 6.12410
43 H -10.13611 30.14002 7.30421
44 H -12.47221 30.98463 7.93735
45 H -11.94419 32.08784 10.17706
46 H -10.27068 32.15224 9.67114
47 H -12.82628 30.08716 11.03409
48 H -12.04569 28.55192 10.66559
49 H -12.59591 29.46091 9.30811
50 H -12.47860 33.45546 8.37215
51 H -11.11286 33.51626 7.57111
52 C -7.35917 25.46769 5.85622
53 C -8.09964 26.20303 6.95113
54 O -7.58646 27.52791 7.09811
55 O -7.74402 25.87093 4.55187
56 H -7.54200 24.39797 5.99963
57 H -6.29197 25.68757 5.90828
58 H -7.96878 25.66887 7.90248
59 H -9.17148 26.30292 6.75154
60 H -8.24697 27.96751 7.66826
61 H -8.31763 25.24883 4.10514
62 C -9.30290 31.26569 12.57638
63 C -10.75105 31.12969 13.00645
64 O -10.94388 31.54442 14.34118
65 O -8.86073 32.61973 12.60521
66 H -9.14050 30.90065 11.56209
67 H -8.58574 30.64751 13.13001
68 H -11.03424 30.10024 12.76077
69 H -11.33610 31.76006 12.33016
70 H -11.88465 31.55438 14.53263
71 H -8.50437 32.79733 13.47926
72 O -9.15704 28.53211 9.14367
73 H -9.84642 29.20953 9.38034
74 H -9.07542 27.94836 9.93134

=====

# 2
This record from the OMol25 dataset describes a molecular structure, C16H48BF10N7O16S6 in a non-equilibrium geometry. The level of theory is ωB97M-V/def2-TZVPD.

Computed properties:
spin multiplicity = 1
LUMO = 0.0069 hartree
orbital gap = 0.38276 Ha

Geometry (Å):
1 C 11.34356 16.44486 5.83379
2 C 10.81443 16.81207 7.19981
3 C 10.70300 18.38803 7.30650
4 O 10.00441 18.60721 8.49366
5 C 9.58745 19.96400 8.56575
6 N 9.32178 16.32149 7.40135
7 H 8.64463 16.73266 6.79674
8 H 9.31990 15.25145 7.20781
9 H 9.01355 16.44855 8.36475
10 H 10.64914 16.83570 5.09889
11 H 11.42396 15.37604 5.71679
12 H 12.36055 16.80514 5.79453
13 H 11.37424 16.39764 8.08143
14 H 10.14815 18.74180 6.44800
15 H 11.73750 18.90667 7.33308
16 H 10.51496 20.52603 8.48852
17 H 9.27244 20.06877 9.64158
18 H 8.74692 20.18937 7.91375
19 C 5.39038 9.87573 4.75090
20 C 5.77025 10.89044 5.87742
21 C 5.09959 10.57981 7.20867
22 O 5.43327 11.55769 8.12742
23 C 5.40014 11.04455 9.42032
24 N 7.21716 10.99379 6.23886
25 H 7.57971 10.07975 6.58631
26 H 7.85799 11.26855 5.50676
27 H 7.41388 11.72964 7.01915
28 H 5.75474 8.89480 5.00360
29 H 5.60774 10.29301 3.76705
30 H 4.30197 9.92734 4.67677
31 H 5.43982 11.92772 5.58296
32 H 5.47286 9.61372 7.62663
33 H 3.99758 10.46651 7.21439
34 H 5.70395 11.84989 10.06514
35 H 6.10440 10.20011 9.64354
36 H 4.45519 10.80948 9.76430
37 C 11.20675 15.10249 14.93368
38 C 10.49906 16.12631 14.08820
39 C 10.66913 17.52838 14.66279
40 O 9.91605 18.30506 13.77639
41 C 10.01198 19.70373 14.16475
42 N 11.03066 16.00492 12.67824
43 H 11.93862 16.33277 12.49825
44 H 10.88749 15.05419 12.24808
45 H 10.43045 16.62496 12.11272
46 H 11.32208 14.11528 14.48766
47 H 10.70483 14.87819 15.84680
48 H 12.24946 15.36088 15.27642
49 H 9.47086 15.89162 14.06401
50 H 11.70136 17.73946 14.74786
51 H 10.20076 17.55676 15.67974
52 H 9.78430 19.86156 15.21298
53 H 9.40350 20.33301 13.49946
54 H 11.05323 19.99644 14.01764
55 C 14.38777 10.54955 10.34837
56 C 13.91088 11.20291 9.05114
57 C 14.76070 10.97619 7.90264
58 O 14.75595 9.62183 7.61131
59 C 15.27509 9.22312 6.29362
60 N 12.49643 10.61599 8.80075
61 H 12.14661 10.80299 7.88306
62 H 12.56475 9.60122 8.74829
63 H 11.79077 10.88129 9.55878
64 H 15.38422 10.95931 10.59152
65 H 14.42438 9.49613 10.26951
66 H 13.83597 10.84162 11.23596
67 H 13.74768 12.29237 9.18637
68 H 15.76109 11.24016 8.23773
69 H 14.54474 11.54254 7.01487
70 H 15.08874 8.15721 6.28773
71 H 16.36795 9.31680 6.20015
72 H 14.75056 9.72921 5.45319
73 B 7.96566 14.27221 5.42278
74 F 8.77536 13.74877 6.63385
75 F 6.96204 15.07734 5.94371
76 F 8.95294 14.92680 4.70851
77 F 7.52686 13.19560 4.66092
78 N 8.69352 8.45196 7.00710
79 S 9.89509 8.52313 5.98316
80 O 9.31871 8.96871 4.81116
81 O 10.85123 7.46909 6.18614
82 F 10.98108 9.75906 6.37851
83 S 8.97283 8.08177 8.52820
84 O 7.71110 8.10196 9.08775
85 O 10.12446 8.54296 9.22827
86 F 9.40430 6.54239 8.44238
87 N 13.42792 16.93371 11.11286
88 S 13.56440 16.17374 9.72291
89 O 14.41368 15.02985 9.81612
90 O 13.68480 17.09720 8.62089
91 F 12.11352 15.57612 9.71194
92 S 12.91569 18.41080 11.28961
93 O 13.31230 19.39945 10.38238
94 O 12.90601 18.75166 12.68821
95 F 11.31938 18.20996 10.90158
96 N 8.21466 12.66484 10.70893
97 S 9.41120 12.18537 9.75012
98 O 8.85618 11.42498 8.65032
99 O 10.55150 11.62505 10.43676
100 F 9.92093 13.51518 9.08200
101 S 8.56783 13.83814 11.79978
102 O 9.90726 13.65599 12.29879
103 O 7.49793 14.04639 12.70555
104 F 8.74721 15.19158 10.90487

=====

# 3
This record from the OMol25 dataset describes 5 unconnected molecules or ions with the total composition C16H48BrN4O4 in a non-equilibrium geometry. The level of theory is ωB97M-V/def2-TZVPD.

Computed properties:
energy above the lowest of the compared OMol25 structures with the same formula, charge and spin = 354.5 kJ/mol
spin multiplicity = 1
LUMO = -0.2252 hartree
total charge = +3
orbital gap = 0.23586 Ha

Geometry (Å):
1 C -1.24905 -13.17241 7.91111
2 C -0.53798 -13.58026 9.19614
3 C -1.34352 -13.42848 10.50409
4 O -2.73958 -13.59332 10.22237
5 C -3.56954 -13.45624 11.37251
6 N -0.12315 -15.04593 9.14468
7 H 0.56335 -15.31419 9.83524
8 H -0.86927 -15.72644 9.16231
9 H 0.42126 -15.21107 8.31016
10 H -0.71600 -13.31774 6.97152
11 H -1.29450 -12.08453 7.96161
12 H -2.25119 -13.59718 7.85280
13 H 0.42402 -13.06954 9.23878
14 H -1.18936 -12.38381 10.77430
15 H -0.94034 -13.99735 11.34189
16 H -4.56595 -13.85563 11.18339
17 H -3.53588 -12.42573 11.72609
18 H -3.17208 -14.07150 12.17971
19 C 7.32662 -18.84378 8.84447
20 C 6.64634 -19.85605 7.86818
21 C 7.73060 -20.82160 7.21346
22 O 7.28664 -21.49216 6.10291
23 C 7.44637 -20.66358 4.96037
24 N 5.49042 -20.66767 8.51780
25 H 5.87796 -21.20604 9.27942
26 H 4.81970 -19.99145 8.85389
27 H 5.14707 -21.40130 7.91447
28 H 6.59901 -18.16885 9.29520
29 H 8.18236 -18.31800 8.42095
30 H 7.68232 -19.29294 9.77174
31 H 6.35383 -19.38284 6.93083
32 H 8.07560 -21.58651 7.90915
33 H 8.62025 -20.23050 6.99613
34 H 7.54197 -21.35922 4.12667
35 H 8.42801 -20.19622 4.88259
36 H 6.69606 -19.91371 4.70969
37 C 8.78676 -14.13825 12.78297
38 C 8.28248 -12.88928 12.01297
39 C 9.22868 -12.49324 10.89939
40 O 9.60076 -13.65511 10.07822
41 C 10.35233 -13.22332 8.92762
42 N 7.06717 -13.36144 11.28636
43 H 6.63083 -14.00254 11.93341
44 H 6.51200 -12.57730 10.97488
45 H 7.35632 -13.89801 10.48101
46 H 8.88871 -15.11264 12.30519
47 H 8.14820 -14.36637 13.63638
48 H 9.76359 -14.00086 13.24668
49 H 7.94186 -12.18151 12.76871
50 H 10.06774 -11.86028 11.18821
51 H 8.64634 -11.85270 10.23705
52 H 10.59057 -14.10809 8.33727
53 H 11.28238 -12.70473 9.16035
54 H 9.75009 -12.69197 8.19068
55 C 3.32985 -9.34991 19.76180
56 C 3.83455 -10.47260 18.92720
57 C 4.44794 -10.09432 17.49063
58 O 4.97904 -11.21312 16.75880
59 C 3.98258 -11.96943 16.17192
60 N 4.83356 -11.30106 19.75121
61 H 5.08279 -12.19056 19.34284
62 H 5.70751 -10.79872 19.81427
63 H 4.55806 -11.50567 20.70113
64 H 2.31332 -9.50777 20.12217
65 H 3.27363 -8.33469 19.36903
66 H 3.87245 -9.32527 20.70682
67 H 2.96915 -11.12557 18.81395
68 H 5.30836 -9.49619 17.79065
69 H 3.81751 -9.53837 16.79666
70 H 3.24841 -11.47995 15.53200
71 H 3.43715 -12.35224 17.03452
72 H 4.52589 -12.72397 15.60308
73 Br 3.30878 -16.66100 12.59722

=====

# 4
This record from the OMol25 dataset describes 8 unconnected molecules or ions with the total composition C16H48F3N9O10S in a non-equilibrium geometry. The level of theory is ωB97M-V/def2-TZVPD.

Computed properties:
energy above the lowest of the compared OMol25 structures with the same formula, charge and spin = 0.0 kJ/mol
spin multiplicity = 1
LUMO = 0.0033 hartree
orbital gap = 0.32920 Ha

Geometry (Å):
1 O -0.30543 0.52271 -0.63017
2 H -0.84217 0.90939 0.13019
3 H 0.54092 0.06495 -0.33105
4 H -0.08933 1.15559 -1.35513
5 C 2.86630 0.11115 2.65605
6 F 2.05030 1.10595 2.93876
7 F 3.97121 0.26105 3.39510
8 F 2.36941 -1.09596 2.90416
9 S 3.33572 0.03895 0.81054
10 O 3.85544 1.36435 0.51295
11 O 4.24897 -1.08892 0.69710
12 O 2.04506 -0.24147 0.11614
13 C -3.97771 -0.14354 -2.26207
14 O -3.85677 -0.05632 -3.48798
15 N -4.23815 -1.33067 -1.67014
16 N -3.78356 0.94730 -1.48470
17 H -4.00934 -1.53334 -0.71196
18 H -4.09843 -2.09741 -2.30822
19 H -3.49825 0.82360 -0.52838
20 H -3.28618 1.69030 -1.94550
21 C 3.27030 -3.24665 -2.66584
22 O 3.35798 -4.30571 -3.28587
23 N 4.25279 -2.77160 -1.86732
24 N 2.13709 -2.48442 -2.64829
25 H 4.12275 -2.08052 -1.14959
26 H 5.02753 -3.41396 -1.83871
27 H 1.37891 -2.80073 -3.22587
28 H 1.98235 -1.63555 -2.13577
29 C -0.67501 -0.41890 -4.36462
30 O -0.37650 -0.72252 -3.21287
31 N -0.81833 0.91096 -4.66371
32 N -0.98880 -1.24689 -5.39655
33 H -0.55638 1.43599 -3.84073
34 H -0.81926 1.25298 -5.60404
35 H -1.10282 -2.23106 -5.24574
36 H -1.37974 -0.78173 -6.19076
37 C 0.38176 -3.40949 0.35003
38 C -0.58859 -3.10925 1.45573
39 C -0.27577 -3.70603 2.83732
40 O -1.42277 -3.43858 3.65151
41 C -1.51263 -4.21935 4.81980
42 N -0.58147 -1.63959 1.59368
43 H 1.38783 -3.10029 0.64910
44 H 0.21495 -2.93927 -0.61951
45 H 0.36016 -4.47363 0.08885
46 H -1.58643 -3.38788 1.10366
47 H 0.65516 -3.39249 3.31282
48 H -0.23104 -4.79676 2.71875
49 H -2.54883 -4.10678 5.13452
50 H -0.80317 -3.83978 5.56455
51 H -1.26426 -5.27566 4.67494
52 H 0.37826 -1.34584 1.71516
53 H -1.14456 -1.50849 2.43367
54 C -1.17054 3.51324 2.37918
55 C -1.19544 1.95354 2.39611
56 C -1.51298 1.48781 3.80679
57 O -1.98624 0.14467 3.85036
58 C -2.88760 -0.11182 4.91280
59 N -2.00844 1.44280 1.29179
60 H -0.19928 3.85402 2.01898
61 H -1.25526 4.00784 3.34487
62 H -1.91407 3.85231 1.65964
63 H -0.17957 1.59114 2.23353
64 H -2.12791 2.15542 4.41841
65 H -0.55541 1.50905 4.34323
66 H -3.90519 0.15467 4.59696
67 H -2.66662 0.38160 5.85777
68 H -2.94072 -1.20091 4.94627
69 H -2.25444 0.46897 1.51237
70 H -2.96905 1.78899 1.31241
71 C 0.66631 4.21320 -0.41880
72 C 0.89574 3.86620 -1.92406
73 C 2.24966 3.20841 -2.07504
74 O 2.32842 2.54655 -3.35349
75 C 3.55148 1.83952 -3.53368
76 N -0.13452 2.92287 -2.42739
77 H -0.32570 4.66643 -0.40051
78 H 1.37528 5.01407 -0.21710
79 H 0.75285 3.29194 0.14643
80 H 0.86687 4.78138 -2.52601
81 H 2.22389 2.38110 -1.35060
82 H 3.14259 3.77581 -1.81471
83 H 3.70627 1.76764 -4.61021
84 H 3.37077 0.83465 -3.14406
85 H 4.44052 2.29391 -3.09574
86 H 0.10626 3.00767 -3.41460
87 H -1.01738 3.41712 -2.31589